Record 1
An isolated molecule of C5H9NOS2, computed with ωB97M-V with the def2-TZVPD basis set.

Values from the calculation:
HOMO-LUMO gap ... 0.2918 Ha
Energy relative to the best compared isomer or geometry (same formula, charge and spin) ... 61.47 kcal/mol
E_tot ... -1122.1482 Eh
E_HOMO ... -7.74 eV
Total charge ... 0

Bonds (Å) are listed after each position.
Element x y z (Å)
1 C -0.68 -0.35 1.83  C2 1.437, C3 1.345, H10 1.151
2 C -1.99 -0.95 1.71  C1 1.437, S8 1.940, S9 1.876, H11 1.137
3 C 0.03 0.49 1.06  C1 1.345, N6 1.438, H12 1.132
4 C 0.05 -0.89 -0.99  N6 1.474, H13 1.107, H14 1.119, H15 1.028
5 C 0.95 1.42 -1.02  N6 1.454, H16 1.064, H17 1.086, H18 1.165
6 N 0.08 0.45 -0.37  C3 1.438, C4 1.474, C5 1.454
7 O -2.84 -0.57 -0.95  S9 1.452
8 S -3.29 0.49 1.80  C2 1.940, S9 2.101
9 S -3.28 -1.04 0.35  C2 1.876, O7 1.452, S8 2.101
10 H -0.50 -0.47 2.96  C1 1.151
11 H -2.07 -1.80 2.45  C2 1.137
12 H 0.79 1.08 1.66  C3 1.132
13 H -0.26 -0.87 -2.05  C4 1.107
14 H 1.08 -1.32 -0.88  C4 1.119
15 H -0.61 -1.39 -0.38  C4 1.028
16 H 2.00 1.26 -0.92  C5 1.064
17 H 0.65 1.63 -2.04  C5 1.086
18 H 1.11 2.32 -0.29  C5 1.165

=====

Record 2
A cluster of 2 separate species, C5H9NS in total, computed with ωB97M-V with the def2-TZVPD basis set.

Values from the calculation:
HOMO-LUMO gap ... 0.3066 Ha
Energy relative to the best compared isomer or geometry (same formula, charge and spin) ... 114.92 kcal/mol
E_tot ... -648.6700 Eh
E_HOMO ... -7.86 eV
Total charge ... 0

Bonds (Å) are listed after each position.
Element x y z (Å)
1 C 1.03 -0.60 2.23  C2 1.206, H8 1.047
2 C 1.07 -1.02 1.10  C1 1.206, C5 1.433
3 C 0.92 1.12 -0.97  N6 1.487, H9 1.141, H10 1.135, H11 1.090
4 C -2.08 0.57 0.00  S7 1.778, H12 1.008, H13 1.125, H14 1.087
5 C 0.83 -1.61 -0.18  C2 1.433, H15 1.121, H16 1.148
6 N 0.26 -0.14 -1.41  C3 1.487, S7 1.613
7 S -1.35 -0.15 -1.45  C4 1.778, N6 1.613
8 H 1.00 -0.15 3.18  C1 1.047
9 H 1.92 1.34 -1.48  C3 1.141
10 H 0.15 1.88 -1.32  C3 1.135
11 H 1.08 1.36 0.08  C3 1.090
12 H -2.63 1.41 -0.07  C4 1.008
13 H -1.27 0.73 0.77  C4 1.125
14 H -2.61 -0.31 0.35  C4 1.087
15 H -0.07 -2.28 -0.22  C5 1.121
16 H 1.75 -2.13 -0.62  C5 1.148

=====

Record 3
An isolated molecule of C5H9NS, computed with ωB97M-V with the def2-TZVPD basis set.

Values from the calculation:
SMILES string ... CN1CC[C@@H]1C=S
HOMO-LUMO gap ... 0.3069 Ha
Energy relative to the best compared isomer or geometry (same formula, charge and spin) ... 51.28 kcal/mol
E_tot ... -648.7714 Eh
E_HOMO ... -8.70 eV
Total charge ... 0

Bonds (Å) are listed after each position.
Element x y z (Å)
1 C -0.78 1.62 -0.15  N2 1.413, H8 1.119, H9 1.106, H10 1.090
2 N -0.49 0.43 0.55  C1 1.413, C3 1.511, C5 1.466
3 C -1.33 -0.71 0.03  N2 1.511, C4 1.522, H11 1.130, H12 1.063
4 C -0.08 -1.56 -0.10  C3 1.522, C5 1.559, H13 1.062, H14 1.096
5 C 0.66 -0.19 -0.11  N2 1.466, C4 1.559, C6 1.511, H15 1.083
6 C 1.99 -0.01 0.57  C5 1.511, S7 1.654, H16 1.105
7 S 3.49 0.09 -0.11  C6 1.654
8 H -1.73 2.05 0.26  C1 1.119
9 H -0.89 1.37 -1.22  C1 1.106
10 H -0.01 2.36 0.05  C1 1.090
11 H -1.79 -0.30 -0.92  C3 1.130
12 H -2.06 -1.07 0.71  C3 1.063
13 H 0.17 -2.05 0.81  C4 1.062
14 H -0.02 -2.30 -0.91  C4 1.096
15 H 0.80 0.15 -1.13  C5 1.083
16 H 2.08 0.11 1.67  C6 1.105

=====

Record 4
An isolated molecule of C5H9NS2, computed with ωB97M-V with the def2-TZVPD basis set.

Values from the calculation:
HOMO-LUMO gap (spin up / spin down) ... 0.2631 / 0.2653 Ha
Energy relative to the best compared isomer or geometry (same formula, charge and spin) ... 112.86 kcal/mol
E_tot ... -1046.8685 Eh
E_HOMO (spin up / spin down) ... -7.43 / -7.50 eV
Total charge ... 0

Bonds (Å) are listed after each position.
Element x y z (Å)
1 C 1.40 0.79 0.23  C2 1.495, S7 1.552
2 C 0.86 -0.32 1.07  C1 1.495, C4 1.579, N6 1.418, H9 1.137
3 C -1.35 2.01 0.33  C5 1.538, S8 1.806, H10 1.053
4 C 1.78 -1.59 0.87  C2 1.579, H11 1.106, H12 1.090, H13 1.022
5 C -1.41 1.55 -1.14  C3 1.538, H14 1.068, H15 1.112, H16 1.082
6 N -0.53 -0.55 0.91  C2 1.418, S8 1.682, H17 1.014
7 S 2.82 1.25 -0.18  C1 1.552
8 S -1.49 0.67 1.54  C3 1.806, N6 1.682
9 H 0.71 0.05 2.14  C2 1.137
10 H -1.56 3.02 0.53  C3 1.053
11 H 1.61 -2.00 -0.14  C4 1.106
12 H 1.54 -2.25 1.70  C4 1.090
13 H 2.74 -1.29 1.09  C4 1.022
14 H -1.36 2.37 -1.82  C5 1.068
15 H -2.40 1.07 -1.31  C5 1.112
16 H -0.52 0.95 -1.26  C5 1.082
17 H -0.76 -0.88 -0.02  N6 1.014